# 1
{"formula": "C44H110O22", "method": "wB97M-V/def2-TZVPD", "multiplicity": 1, "molar_mass_g_mol": 991.34, "de_lowest_kj_mol": 575.5, "fmax_ev_per_a": 3.74, "total_charge": 0, "e_lumo_ev": 0.48, "gap_ha": 0.3501, "smiles": "COCCOC.COCCOC.COCCOC.COCCOC.COCCOC.COCCOC.COCCOC.COCCOC.COCCOC.COCCOC.COCCOC", "symbols": ["H", "H", "H", "H", "H", "H", "C", "C", "H", "H", "C", "H", "H", "C", "C", "H", "C", "H", "H", "C", "H", "H", "H", "C", "H", "H", "C", "O", "H", "H", "H", "H", "H", "H", "H", "C", "H", "O", "H", "O", "H", "H", "H", "H", "H", "O", "H", "C", "H", "H", "O", "C", "H", "H", "H", "H", "O", "C", "H", "C", "C", "H", "H", "C", "C", "H", "H", "O", "O", "O", "O", "C", "C", "H", "C", "H", "H", "H", "H", "C", "H", "H", "H", "H", "H", "H", "O", "C", "O", "H", "C", "H", "H", "H", "H", "H", "H", "O", "O", "H", "H", "H", "H", "C", "H", "H", "H", "H", "H", "H", "O", "H", "C", "C", "O", "H", "H", "C", "H", "C", "C", "C", "H", "H", "C", "C", "C", "C", "H", "O", "H", "H", "H", "H", "C", "H", "H", "H", "H", "H", "H", "O", "C", "H", "H", "H", "H", "C", "O", "C", "H", "H", "C", "H", "H", "H", "H", "H", "H", "C", "C", "H", "H", "H", "H", "C", "O", "C", "O", "H", "H", "O", "H", "C", "H", "H"], "positions_angstrom": [[-20.41734, -4.84363, -8.58732], [-16.85086, -7.47301, 2.01382], [-24.50972, -8.91348, -1.31115], [-10.16458, -3.89248, -6.05709], [-11.96996, -10.86111, -5.58456], [-19.17605, -13.18196, -4.58645], [-12.91287, -10.49827, -5.99367], [-19.91872, -7.48044, -4.14596], [-19.80843, -4.97826, 2.93461], [-20.17010, -14.12302, -8.80538], [-21.50339, -1.82493, -4.10447], [-13.17704, -10.43393, -10.12213], [-26.46695, -9.16122, -11.84263], [-19.76809, -4.05189, 2.36163], [-17.19482, -8.50670, -4.05753], [-19.46144, -3.38608, -10.17215], [-18.17070, -9.46312, -8.72288], [-17.33823, -1.49472, -2.83180], [-10.53547, -5.54556, -6.64295], [-17.63000, -7.11300, -3.67990], [-17.09678, -6.78532, -2.78749], [-26.75267, -9.09713, -9.31424], [-11.44468, -10.78902, -10.30465], [-15.13805, -5.08094, -1.48883], [-13.90770, -4.16291, -5.68120], [-20.20016, -6.81217, 0.55031], [-16.38707, -4.19322, -1.19869], [-24.19513, -3.49269, -6.71682], [-17.32951, -10.09796, -8.44451], [-10.11777, -5.31401, -5.00466], [-14.00561, -9.63748, -3.72986], [-13.39331, -7.05910, -1.11307], [-24.95875, -1.84640, -5.83970], [-22.66950, -2.11726, -6.29094], [-14.98174, -7.76764, -6.28247], [-23.70304, -6.98578, -1.97929], [-22.71075, -10.26616, -1.70886], [-24.30119, -7.63704, -7.60550], [-20.57079, -4.75200, -0.77388], [-13.71022, -6.52919, -6.93522], [-24.11343, -7.78849, -0.03575], [-18.70355, -3.84950, 2.24374], [-17.83725, -10.61417, -6.33421], [-12.60511, -12.01220, -9.69493], [-22.42274, -3.59335, -7.19350], [-18.93295, -6.71816, -3.42130], [-18.25036, -12.90648, -3.20585], [-12.32649, -10.95844, -9.68675], [-17.84404, -1.94432, -1.12254], [-19.87873, -5.84265, -9.95749], [-20.23685, -13.76008, -1.34047], [-21.91257, -9.55970, -1.48097], [-17.40614, -16.43180, -4.15979], [-19.51412, -5.28782, -6.40524], [-17.18212, -6.43265, -4.40421], [-18.81136, -9.29574, -7.85707], [-20.45861, -4.07216, 1.09416], [-17.59264, -15.36990, -4.32002], [-26.48649, -7.45312, -9.58479], [-19.31842, -6.22746, 0.28809], [-19.20168, -11.53395, -8.99138], [-26.60938, -5.47644, -2.28039], [-16.16142, -8.70591, -3.77383], [-14.01968, -10.72210, -3.83704], [-25.94989, -8.35985, -9.30550], [-25.20890, -3.18453, -4.77388], [-16.00562, -5.43623, -10.99270], [-12.11224, -10.63758, -8.34252], [-18.85183, -6.11517, -8.24452], [-12.02241, -4.75113, -5.34751], [-16.47429, -3.11051, -2.18236], [-25.19784, -2.90980, -5.82863], [-20.83455, -13.92436, -7.96446], [-18.55017, -2.81858, -2.40148], [-19.05930, -13.54289, -3.56459], [-12.94472, -9.41713, -5.85868], [-20.86899, -12.44498, -2.91159], [-21.97519, -4.85833, -5.37091], [-14.97879, -7.68067, -1.81511], [-19.83850, -4.75376, 0.03349], [-19.11668, -4.07799, -0.42520], [-19.72639, -7.41749, -5.21701], [-13.14633, -11.07101, -3.28601], [-20.81478, -15.63753, -0.97316], [-17.22451, -4.87880, -1.32814], [-14.05905, -10.57055, -7.73180], [-24.99255, -8.84905, -10.28144], [-21.20999, -14.62964, -0.84640], [-21.12130, -3.05327, -4.69837], [-17.74923, -8.55323, -9.15015], [-17.13292, -10.18359, -5.62244], [-17.79991, -9.07062, -3.34762], [-17.08097, -6.22894, -9.81281], [-13.33171, -12.04575, -7.49470], [-21.11448, -10.23958, -1.18280], [-18.23680, -3.44727, -8.94545], [-20.68400, -1.38714, -3.53434], [-20.31581, -12.76784, -7.30453], [-24.72463, -6.11594, -1.77044], [-21.41685, -14.36673, 0.19099], [-25.76946, -7.55017, -11.85723], [-21.64886, -8.94177, -2.33929], [-14.89213, -11.11940, -3.31829], [-18.73211, -4.04939, -9.70717], [-24.40754, -7.65837, -5.38758], [-18.37776, -8.30103, 1.85749], [-20.02678, -8.50984, -3.80424], [-12.45447, -5.43399, -8.10417], [-16.07619, -10.35598, -5.82665], [-16.41293, -3.78113, -0.18992], [-14.02270, -11.09448, -5.25074], [-12.66014, -3.33559, -6.61726], [-14.96231, -6.69193, -6.45727], [-19.54774, -5.23416, -9.11589], [-18.97667, -10.26000, -9.66157], [-22.15885, -14.47827, -1.36104], [-24.67519, -8.91024, -12.06230], [-17.63931, -2.28051, -2.13899], [-22.33883, -2.04982, -3.44147], [-13.09987, -10.98336, -7.41928], [-23.78371, -8.15989, -1.00603], [-20.37201, -13.40379, -2.76394], [-21.80758, -13.61819, -8.34861], [-22.95906, -7.10590, -5.99832], [-13.30244, -5.21262, -7.45606], [-10.65614, -4.83691, -5.82359], [-18.58240, -5.50301, -6.92838], [-25.86026, -6.21577, -2.56379], [-17.37414, -7.89043, 0.42691], [-17.50925, -8.87860, -5.39448], [-21.00271, -14.14830, -3.24977], [-21.31829, -11.46022, -8.59326], [-21.96795, -1.18040, -4.85070], [-20.23350, -10.67278, -7.39729], [-13.00224, -4.31045, -6.26982], [-26.19127, -3.01957, -6.26356], [-15.11224, -6.35708, -5.43087], [-22.91178, -4.00308, -4.23424], [-16.32469, -4.72230, -9.34130], [-26.39121, -7.13652, -2.32212], [-15.09529, -5.37893, -2.53644], [-17.79039, -4.51775, -10.65386], [-25.58654, -8.58326, -11.56167], [-18.98049, -6.69205, -0.63823], [-17.23838, -10.83644, -4.75598], [-14.12794, -4.79736, -8.03417], [-18.28784, -11.97435, -8.59260], [-20.40480, -11.55991, -8.00701], [-22.59676, -8.75641, -0.45442], [-25.52224, -8.42934, -7.81496], [-25.60133, -6.26482, -3.62145], [-20.24482, -3.26032, 2.93977], [-17.74366, -7.54600, 1.39279], [-17.49299, -15.05657, -5.35925], [-16.81300, -14.83373, -3.77893], [-15.69925, -6.35280, -7.18529], [-23.58119, -7.23035, -3.03449], [-23.35295, -8.80916, -6.19917], [-14.19052, -4.60406, -1.23809], [-22.27818, -3.84510, -5.10699], [-23.76029, -7.79957, -6.25316], [-17.97153, -4.61327, -7.08104], [-21.10298, -14.84625, -7.44855], [-22.77232, -6.54369, -1.62371], [-20.94328, -7.12593, -4.03326], [-14.45725, -7.24311, -0.96385], [-18.27539, -6.23442, 1.28098], [-22.87916, -3.18691, -6.29096], [-18.74888, -14.94636, -3.58480], [-25.48732, -9.44259, -7.41472], [-14.46244, -7.92026, -0.10971], [-15.20287, -6.12456, -0.59297], [-26.31726, -7.94270, -7.24995], [-16.72746, -5.27050, -10.19297], [-17.95302, -6.18416, -6.35565], [-19.58451, -12.18569, -9.77673]], "mulliken_charge": [0.043, 0.297, 0.347, 0.310, 0.392, 0.105, -0.143, 0.145, 0.228, 0.327, -0.933, 0.271, 0.294, -0.625, -0.371, 0.387, 0.401, 0.317, 0.309, 0.633, -1.093, 0.346, 0.250, -0.361, 0.230, 0.644, 0.586, -0.358, 0.173, 0.247, 0.176, 0.381, 0.360, 0.383, -0.239, 0.786, 0.436, -0.235, 0.189, -0.354, 0.286, 0.240, -0.196, 0.317, -0.038, 0.167, 0.258, -0.715, 0.366, 0.324, -0.326, -0.650, 0.279, 0.104, -0.238, -0.220, -0.489, -0.741, 0.386, 0.054, -0.588, 0.275, -0.386, -0.726, -0.641, 0.258, 0.331, -0.383, 0.001, -0.258, -0.468, -0.795, -0.952, 0.143, -0.054, 0.134, 0.278, -0.673, -0.216, 0.034, -0.108, -0.281, 0.433, 0.240, -0.584, -0.018, -0.248, -0.688, -0.231, -0.126, 0.061, 0.535, -0.311, 0.420, 0.386, 0.313, 0.202, -0.102, -0.444, 0.238, 0.330, 0.095, 0.247, -0.561, 0.264, 0.319, 0.093, 0.333, -0.347, 0.399, -0.331, 0.450, 0.407, -0.225, -0.530, 0.336, 0.238, -0.663, 0.428, -0.302, -0.719, -0.494, 0.348, -0.043, -0.164, -0.785, 0.167, -0.567, 0.062, 0.768, 0.418, 0.413, 0.312, -0.035, -0.555, 0.291, -0.159, 0.313, 0.169, 0.309, 0.062, -0.473, -0.755, -0.153, 0.167, -0.041, 0.338, -0.130, -0.392, -0.535, 0.126, 0.296, -0.583, 0.236, 0.320, 0.197, -0.141, 0.387, 0.513, 0.740, -0.549, 0.411, 0.286, -0.026, -0.025, -0.291, -0.375, -0.250, -0.398, 0.401, 0.319, -0.335, 0.312, 0.101, -0.655, 0.408]}


# 2
{"formula": "C16H21N3O2", "method": "wB97M-V/def2-TZVPD", "multiplicity": 1, "molar_mass_g_mol": 287.36, "de_lowest_kj_mol": 98.5, "fmax_ev_per_a": 0.59, "total_charge": 0, "e_lumo_ev": 0.67, "gap_ha": 0.2992, "smiles": "NC(=O)C1CCN(C(=O)CN2CCc3ccccc32)CC1", "symbols": ["N", "C", "H", "C", "H", "N", "H", "C", "N", "C", "C", "C", "H", "H", "H", "H", "H", "H", "H", "H", "O", "C", "H", "C", "H", "C", "H", "C", "O", "H", "C", "C", "H", "C", "H", "H", "C", "H", "C", "H", "C", "H"], "positions_angstrom": [[-1.78012, -0.88244, -0.78695], [-2.93055, 2.28939, 0.39121], [-1.34081, -0.86978, 2.00320], [1.92951, -1.71883, 1.07048], [1.62441, 0.35253, 1.48522], [3.41840, 2.43907, 0.67502], [0.58535, -1.36297, -1.92655], [2.46043, -0.29785, 1.21688], [0.84424, -1.73063, 0.10866], [-2.07712, 1.12153, 2.31460], [-1.47252, -2.25871, -0.51747], [-2.49040, -0.52892, -2.00582], [-2.30954, -2.79313, -0.04070], [1.52670, -2.08913, 2.01638], [-1.86323, -0.73861, -2.87749], [-3.41434, -1.11993, -2.09941], [3.91337, 2.04456, 1.45347], [2.73051, -2.39832, 0.75695], [0.50088, 0.08453, -0.90576], [4.17396, 0.01483, -0.08463], [-0.32102, -3.17974, 1.36810], [-2.63362, 1.19184, -0.37825], [-3.38072, 3.16604, -0.05131], [2.49294, -0.59749, -1.28793], [3.02746, -1.53557, -1.44083], [-2.04835, 0.05196, 0.18925], [3.27447, 3.43491, 0.64935], [-0.26763, -2.42983, 0.40781], [2.22451, 2.15614, -1.20360], [2.58979, 0.00628, -2.19095], [-2.80755, 0.96744, -1.85525], [-2.64701, 2.25006, 1.75371], [-1.25428, -2.75483, -1.46941], [-1.76953, 0.00709, 1.54565], [3.18811, -0.26765, 2.02882], [-2.87838, 3.10273, 2.37418], [2.85263, 1.67644, -0.28864], [-2.09510, 1.57943, -2.41391], [1.01315, -0.87255, -1.04915], [-1.86934, 1.09938, 3.37487], [3.09118, 0.17619, -0.10817], [-3.81087, 1.21453, -2.20164]], "mulliken_charge": [0.527, -0.629, 0.514, -1.203, 0.454, -0.361, 0.430, -0.914, 0.278, -0.863, -0.873, -0.846, 0.314, 0.493, 0.339, 0.390, 0.192, 0.301, 0.170, 0.413, -0.680, 0.546, 0.456, -1.428, 0.457, 0.109, 0.257, 0.582, -0.626, 0.444, -0.824, -0.608, 0.416, -0.526, 0.484, 0.385, 0.308, 0.289, -0.324, 0.433, 0.315, 0.407]}